DFT (ωB97M-V/def2-TZVPD) results for 5 unconnected molecules or ions with the total composition C61H46B2O9.

Bonds (Å) are listed after each position.
Positions of all 118 atoms, in Å:
1 O 7.92 -3.89 7.06  C59 1.212
2 O -6.14 4.57 -3.07  C52 1.212
3 O 3.00 -0.96 -2.48  C16 1.214
4 O -9.31 1.40 0.73  B71 1.396, H92 0.957
5 O -2.20 -0.05 -1.49  C18 1.212
6 O -2.02 4.75 0.35  C23 1.215
7 O 3.98 -3.66 3.43  C64 1.212
8 O 6.98 -3.48 -3.35  C22 1.212
9 O 10.31 -0.04 -0.92  C68 1.213
10 C -10.11 2.87 -1.71  C41 1.538, H82 1.090, H86 1.089, H88 1.088
11 C 2.98 -4.52 7.39  C12 1.391, C14 1.384, H76 1.082
12 C 4.00 -4.60 8.33  C11 1.391, C28 1.384, H90 1.082
13 C 8.61 -3.15 4.45  C19 1.384, C60 1.389, H84 1.081
14 C 3.27 -4.22 6.07  C11 1.384, C32 1.389, H103 1.081
15 C -13.81 0.42 1.12  C49 1.528, C67 1.546, H78 1.093, H115 1.091
16 C 1.82 -0.75 -2.28  O3 1.214, C20 1.490, C43 1.491
17 C -3.66 5.36 -4.09  C48 1.384, C63 1.388, H104 1.081
18 C -1.03 -0.24 -1.74  O5 1.212, C66 1.493, C69 1.492
19 C 8.89 -2.83 3.13  C13 1.384, C58 1.390, H102 1.082
20 C 1.36 0.55 -1.70  C16 1.490, C54 1.390, C69 1.397
21 C -4.32 4.38 0.04  C23 1.489, C33 1.389, C70 1.397
22 C 7.73 -2.68 -2.82  O8 1.212, C27 1.493, C56 1.492
23 C -2.96 4.76 -0.42  O6 1.215, C21 1.489, C38 1.492
24 C 7.63 -0.03 -0.12  C29 1.388, C44 1.385, H118 1.081
25 C 1.17 -2.97 -3.18  C43 1.389, C55 1.384, H117 1.081
26 C 0.56 2.99 -0.66  C61 1.391, C62 1.384, H80 1.082
27 C 9.16 -2.58 -3.21  C22 1.493, C34 1.396, C40 1.389
28 C 5.31 -4.37 7.95  C12 1.384, C50 1.389, H116 1.081
29 C 8.11 -0.86 -1.12  C24 1.388, C56 1.398, C68 1.491
30 C -1.35 5.86 -3.63  C39 1.383, C48 1.390, H113 1.082
31 C 6.57 -3.09 2.55  C36 1.388, C58 1.384, H83 1.081
32 C 4.58 -4.00 5.68  C14 1.389, C50 1.396, C64 1.493
33 C -4.52 4.07 1.38  C21 1.389, C51 1.384, H85 1.081
34 C 10.02 -1.68 -2.59  C27 1.396, C42 1.389, C68 1.492
35 C 5.90 -1.79 -1.39  C56 1.388, C65 1.385, H89 1.080
36 C 6.28 -3.41 3.87  C31 1.388, C60 1.397, C64 1.491
37 C -6.86 3.70 0.95  C46 1.384, C51 1.391, H106 1.081
38 C -2.78 5.13 -1.85  C23 1.492, C39 1.389, C63 1.396
39 C -1.54 5.54 -2.30  C30 1.383, C38 1.389, H73 1.081
40 C 9.64 -3.41 -4.22  C27 1.389, C57 1.384, H93 1.081
41 C -11.15 2.08 -0.90  C10 1.538, B71 1.573, H81 1.095, H87 1.095
42 C 11.35 -1.60 -2.99  C34 1.389, C53 1.384, H100 1.081
43 C 0.78 -1.77 -2.61  C16 1.491, C25 1.389, C66 1.396
44 C 6.29 -0.08 0.24  C24 1.385, C65 1.390, H97 1.082
45 C -1.51 -2.51 -2.64  C47 1.384, C66 1.389, H112 1.081
46 C -6.67 4.00 -0.38  C37 1.384, C70 1.388, H101 1.080
47 C -1.12 -3.70 -3.21  C45 1.384, C55 1.391, H105 1.082
48 C -2.41 5.77 -4.53  C17 1.384, C30 1.390, H75 1.082
49 C -13.81 1.91 1.47  C15 1.528, H91 1.090, H108 1.089, H114 1.091
50 C 5.61 -4.07 6.63  C28 1.389, C32 1.396, C59 1.493
51 C -5.78 3.73 1.83  C33 1.384, C37 1.391, H94 1.082
52 C -5.22 4.65 -2.29  O2 1.212, C63 1.493, C70 1.491
53 C 11.82 -2.42 -4.01  C42 1.384, C57 1.391, H111 1.082
54 C 2.31 1.52 -1.42  C20 1.390, C61 1.384, H110 1.082
55 C 0.23 -3.93 -3.49  C25 1.384, C47 1.391, H99 1.082
56 C 7.24 -1.75 -1.76  C22 1.492, C29 1.398, C35 1.388
57 C 10.96 -3.33 -4.62  C40 1.384, C53 1.391, H95 1.082
58 C 7.87 -2.80 2.18  C19 1.390, C31 1.384, H77 1.082
59 C 7.03 -3.81 6.24  O1 1.212, C50 1.493, C60 1.492
60 C 7.30 -3.45 4.82  C13 1.389, C36 1.397, C59 1.492
61 C 1.90 2.74 -0.90  C26 1.391, C54 1.384, H109 1.082
62 C -0.39 2.02 -0.94  C26 1.384, C69 1.388, H98 1.081
63 C -3.85 5.05 -2.75  C17 1.388, C38 1.396, C52 1.493
64 C 4.86 -3.69 4.25  O7 1.212, C32 1.493, C36 1.491
65 C 5.43 -0.95 -0.40  C35 1.385, C44 1.390, H107 1.082
66 C -0.57 -1.53 -2.34  C18 1.493, C43 1.396, C45 1.389
67 C -12.60 -0.33 1.73  C15 1.546, B72 1.569, H74 1.091, H79 1.095
68 C 9.55 -0.79 -1.49  O9 1.213, C29 1.491, C34 1.492
69 C 0.01 0.79 -1.46  C18 1.492, C20 1.397, C62 1.388
70 C -5.40 4.34 -0.84  C21 1.397, C46 1.388, C52 1.491
71 B -10.57 1.12 0.21  O4 1.396, C41 1.573, B72 1.692
72 B -11.37 -0.26 0.77  C67 1.569, B71 1.692, H96 1.206
73 H -0.72 5.61 -1.60  C39 1.081
74 H -12.88 -1.37 1.91  C67 1.091
75 H -2.26 6.01 -5.57  C48 1.082
76 H 1.95 -4.69 7.70  C11 1.082
77 H 8.09 -2.55 1.16  C58 1.082
78 H -13.84 0.28 0.04  C15 1.093
79 H -12.38 0.11 2.71  C67 1.095
80 H 0.23 3.94 -0.26  C26 1.082
81 H -11.79 1.47 -1.55  C41 1.095
82 H -9.98 3.86 -1.29  C10 1.090
83 H 5.77 -3.07 1.83  C31 1.081
84 H 9.39 -3.18 5.19  C13 1.081
85 H -3.68 4.10 2.06  C33 1.081
86 H -9.14 2.38 -1.70  C10 1.089
87 H -11.85 2.78 -0.43  C41 1.095
88 H -10.43 2.99 -2.75  C10 1.088
89 H 5.23 -2.47 -1.90  C35 1.080
90 H 3.78 -4.84 9.36  C12 1.082
91 H -14.35 2.50 0.73  C49 1.090
92 H -8.68 0.70 0.54  O4 0.957
93 H 8.96 -4.11 -4.69  C40 1.081
94 H -5.93 3.48 2.88  C51 1.082
95 H 11.33 -3.97 -5.40  C57 1.082
96 H -10.95 -1.32 0.35  B72 1.206
97 H 5.92 0.57 1.03  C44 1.082
98 H -1.44 2.20 -0.75  C62 1.081
99 H 0.54 -4.86 -3.94  C55 1.082
100 H 12.01 -0.89 -2.51  C42 1.081
101 H -7.49 3.97 -1.08  C46 1.080
102 H 9.91 -2.59 2.84  C19 1.082
103 H 2.48 -4.16 5.33  C14 1.081
104 H -4.50 5.29 -4.77  C17 1.081
105 H -1.85 -4.46 -3.44  C47 1.082
106 H -7.84 3.43 1.30  C37 1.081
107 H 4.38 -0.98 -0.13  C65 1.082
108 H -12.80 2.31 1.58  C49 1.089
109 H 2.64 3.50 -0.68  C61 1.082
110 H 3.35 1.32 -1.61  C54 1.082
111 H 12.85 -2.35 -4.32  C53 1.082
112 H -2.56 -2.31 -2.42  C45 1.081
113 H -0.38 6.18 -3.98  C30 1.082
114 H -14.32 2.06 2.43  C49 1.091
115 H -14.72 -0.03 1.52  C15 1.091
116 H 6.12 -4.43 8.67  C28 1.081
117 H 2.22 -3.13 -3.39  C25 1.081
118 H 8.31 0.64 0.38  C24 1.081

Properties
Structure (SMILES) = O=C1c2ccccc2C(=O)c2ccccc21.O=C1c2ccccc2C(=O)c2ccccc21.O=C1c2ccccc2C(=O)c2ccccc21.O=C1c2ccccc2C(=O)c2ccccc21.CCCBB(O)CC
LUMO = -0.978 eV
Kohn-Sham gap = 8.23 eV
HOMO energy = -0.3382 Eh
M = 944.65 g mol⁻¹
Total charge = 0

=====

DFT (ωB97M-V/def2-TZVPD) results for 5 unconnected molecules or ions with the total composition C61H46ClNO8Si.

Bonds (Å) are listed after each position.
Positions of all 118 atoms, in Å:
1 Cl 3.14 0.28 -0.39  C37 1.780
2 Si -0.93 -2.86 -1.58  C22 1.867, C60 1.868, H75 1.496, H105 1.489
3 O 0.56 -0.61 -7.54  C66 1.210
4 O -3.58 0.76 0.90  C33 1.212
5 O -2.71 -2.60 8.66  C35 1.210
6 O 3.60 4.34 -1.10  C18 1.212
7 O -3.43 -6.88 5.51  C71 1.210
8 O -4.21 6.08 1.21  C29 1.210
9 O 3.88 -4.79 -6.95  C21 1.211
10 O 7.74 7.41 0.44  C34 1.210
11 N -2.90 -3.64 0.28  C22 1.469, C56 1.451, H87 1.018
12 C 4.77 9.13 -1.95  C26 1.390, C43 1.381, H93 1.081
13 C -5.16 -6.90 9.31  C30 1.390, C39 1.381, H110 1.082
14 C 6.66 2.58 1.15  C20 1.381, C51 1.390, H98 1.082
15 C 0.74 -0.54 -1.32  C37 1.481, C60 1.514, H107 1.084, H109 1.080
16 C 3.85 -1.84 -3.99  C65 1.381, C70 1.390, H117 1.082
17 C -2.55 2.87 1.08  C24 1.397, C33 1.495, C47 1.388
18 C 4.55 5.03 -0.77  O6 1.212, C61 1.496, C63 1.496
19 C 1.34 -4.72 -10.26  C27 1.390, C32 1.381, H92 1.082
20 C 5.62 3.13 0.42  C14 1.381, C63 1.386, H103 1.080
21 C 3.12 -3.86 -7.07  O9 1.211, C42 1.496, C69 1.496
22 C -2.67 -3.36 -1.14  Si2 1.867, N11 1.469, H91 1.081, H114 1.079
23 C -4.22 -4.72 9.69  C30 1.381, C72 1.386, H81 1.081
24 C -2.71 4.26 1.15  C17 1.397, C29 1.496, C38 1.386
25 C 2.18 -0.66 -5.26  C49 1.386, C70 1.382, H100 1.081
26 C 3.72 8.33 -2.37  C12 1.390, C46 1.381, H74 1.082
27 C 0.46 -3.65 -10.40  C19 1.390, C59 1.381, H94 1.082
28 C -2.01 -4.72 4.45  C31 1.381, C55 1.386, H77 1.081
29 C -4.07 4.89 1.11  O8 1.210, C24 1.496, C41 1.497
30 C -4.96 -5.80 10.14  C13 1.390, C23 1.381, H116 1.082
31 C -1.32 -3.62 3.98  C28 1.381, C67 1.390, H95 1.083
32 C 2.19 -4.78 -9.18  C19 1.381, C42 1.386, H73 1.081
33 C -3.73 1.96 0.94  O4 1.212, C17 1.495, C62 1.494
34 C 6.82 6.71 0.08  O10 1.210, C44 1.495, C53 1.496
35 C -2.90 -3.55 7.94  O5 1.210, C40 1.496, C72 1.496
36 C 1.31 -2.68 -8.38  C42 1.397, C59 1.387, C66 1.496
37 C 1.91 -1.00 -0.54  Cl1 1.780, C15 1.481, H82 1.078, H89 1.078
38 C -1.60 5.07 1.29  C24 1.386, C48 1.381, H85 1.081
39 C -4.62 -6.93 8.04  C13 1.381, C68 1.387, H108 1.081
40 C -2.36 -3.59 6.55  C35 1.496, C55 1.397, C64 1.387
41 C -5.24 3.97 0.97  C29 1.497, C57 1.386, C62 1.397
42 C 2.19 -3.76 -8.23  C21 1.496, C32 1.386, C36 1.397
43 C 5.77 8.60 -1.15  C12 1.381, C53 1.386, H90 1.081
44 C 6.75 5.26 0.44  C34 1.495, C52 1.386, C63 1.398
45 C -0.18 3.13 1.32  C47 1.382, C48 1.390, H118 1.083
46 C 3.65 7.00 -1.99  C26 1.381, C61 1.387, H76 1.080
47 C -1.28 2.32 1.17  C17 1.388, C45 1.382, H99 1.081
48 C -0.34 4.51 1.38  C38 1.381, C45 1.390, H115 1.080
49 C 2.20 -1.67 -6.21  C25 1.386, C66 1.496, C69 1.397
50 C -6.19 1.77 0.74  C54 1.381, C62 1.386, H106 1.081
51 C 7.74 3.37 1.53  C14 1.390, C52 1.381, H111 1.082
52 C 7.78 4.71 1.18  C44 1.386, C51 1.381, H84 1.081
53 C 5.71 7.26 -0.77  C34 1.496, C43 1.386, C61 1.397
54 C -7.46 2.33 0.68  C50 1.381, C58 1.390, H80 1.082
55 C -2.54 -4.71 5.73  C28 1.386, C40 1.397, C71 1.496
56 C -3.39 -2.55 1.10  N11 1.451, H83 1.082, H86 1.089, H112 1.082
57 C -6.51 4.53 0.91  C41 1.386, C58 1.382, H88 1.081
58 C -7.62 3.70 0.77  C54 1.390, C57 1.382, H102 1.082
59 C 0.45 -2.63 -9.47  C27 1.381, C36 1.387, H79 1.081
60 C -0.58 -1.16 -0.89  Si2 1.868, C15 1.514, H96 1.079, H97 1.079
61 C 4.65 6.46 -1.18  C18 1.496, C46 1.387, C53 1.397
62 C -5.08 2.59 0.88  C33 1.494, C41 1.397, C50 1.386
63 C 5.66 4.47 0.05  C18 1.496, C20 1.386, C44 1.398
64 C -1.66 -2.49 6.08  C40 1.387, C67 1.381, H101 1.081
65 C 3.88 -2.84 -4.94  C16 1.381, C69 1.387, H113 1.081
66 C 1.29 -1.56 -7.39  O3 1.210, C36 1.496, C49 1.496
67 C -1.14 -2.50 4.80  C31 1.390, C64 1.381, H78 1.082
68 C -3.88 -5.85 7.58  C39 1.387, C71 1.496, C72 1.397
69 C 3.06 -2.76 -6.05  C21 1.496, C49 1.397, C65 1.387
70 C 3.00 -0.75 -4.15  C16 1.390, C25 1.382, H104 1.082
71 C -3.30 -5.91 6.21  O7 1.210, C55 1.496, C68 1.496
72 C -3.68 -4.74 8.41  C23 1.386, C35 1.496, C68 1.397
73 H 2.88 -5.61 -9.05  C32 1.081
74 H 2.94 8.74 -3.00  C26 1.082
75 H 0.03 -3.86 -1.01  Si2 1.496
76 H 2.84 6.36 -2.31  C46 1.080
77 H -2.17 -5.59 3.83  C28 1.081
78 H -0.60 -1.64 4.42  C67 1.082
79 H -0.22 -1.79 -9.56  C59 1.081
80 H -8.32 1.69 0.57  C54 1.082
81 H -4.05 -3.86 10.31  C23 1.081
82 H 1.64 -1.24 0.47  C37 1.078
83 H -3.59 -2.91 2.11  C56 1.082
84 H 8.61 5.34 1.47  C52 1.081
85 H -1.74 6.14 1.35  C38 1.081
86 H -2.71 -1.70 1.18  C56 1.089
87 H -2.09 -4.06 0.73  N11 1.018
88 H -6.62 5.60 0.98  C57 1.081
89 H 2.43 -1.83 -0.99  C37 1.078
90 H 6.60 9.20 -0.82  C43 1.081
91 H -3.30 -2.54 -1.44  C22 1.081
92 H 1.34 -5.51 -10.99  C19 1.082
93 H 4.82 10.16 -2.24  C12 1.081
94 H -0.21 -3.61 -11.25  C27 1.082
95 H -0.91 -3.63 2.98  C31 1.083
96 H -0.63 -1.21 0.19  C60 1.079
97 H -1.39 -0.53 -1.20  C60 1.079
98 H 6.62 1.54 1.43  C14 1.082
99 H -1.18 1.24 1.13  C47 1.081
100 H 1.51 0.17 -5.40  C25 1.081
101 H -1.53 -1.64 6.72  C64 1.081
102 H -8.61 4.14 0.73  C58 1.082
103 H 4.77 2.54 0.12  C20 1.080
104 H 2.99 0.04 -3.41  C70 1.082
105 H -0.72 -2.82 -3.05  Si2 1.489
106 H -6.05 0.70 0.68  C50 1.081
107 H 0.91 -0.72 -2.37  C15 1.084
108 H -4.76 -7.78 7.39  C39 1.081
109 H 0.69 0.53 -1.19  C15 1.080
110 H -5.74 -7.74 9.67  C13 1.082
111 H 8.55 2.94 2.10  C51 1.082
112 H -4.32 -2.17 0.69  C56 1.082
113 H 4.54 -3.69 -4.84  C65 1.081
114 H -3.00 -4.21 -1.72  C22 1.079
115 H 0.53 5.15 1.50  C48 1.080
116 H -5.38 -5.79 11.13  C30 1.082
117 H 4.50 -1.89 -3.12  C16 1.082
118 H 0.81 2.70 1.41  C45 1.083

Properties
Structure (SMILES) = O=C1c2ccccc2C(=O)c2ccccc21.O=C1c2ccccc2C(=O)c2ccccc21.O=C1c2ccccc2C(=O)c2ccccc21.O=C1c2ccccc2C(=O)c2ccccc21.CNC[SiH2]CCCCl
LUMO = -1.054 eV
Kohn-Sham gap = 7.28 eV
HOMO energy = -0.3064 Eh
M = 984.58 g mol⁻¹
Total charge = 0